# 1
121
Properties=species:S:1:pos:R:3 method="wB97M-V/def2-TZVPD" charge=-1
C -3.3785 -3.0165 2.9692
C -3.7411 -1.7507 3.3102
In -2.7049 0.0211 2.4575
C -0.4921 -0.2431 2.5831
S -3.5160 2.0226 3.7730
C -3.1445 0.3414 0.3226
C -3.2790 1.8434 0.0008
C -2.0492 2.4340 -0.6338
F -1.7264 1.8254 -1.8561
H -4.0603 -3.6749 2.4169
H -2.3955 -3.4209 3.2110
H -4.5969 -1.6143 3.9818
H -0.0223 0.4773 1.9066
H -0.0950 -0.1220 3.5928
H -0.2291 -1.2382 2.2124
H -2.8793 1.8366 4.9357
H -2.3224 -0.1278 -0.2237
H -4.0462 -0.1811 0.0249
H -3.4218 2.4197 0.9230
H -4.1601 2.0616 -0.6128
H -1.1958 2.3513 0.0469
H -2.1932 3.5018 -0.8267
N -5.1525 -2.0820 -0.7829
C -6.3394 -2.1059 -0.1820
C -7.3225 -3.0433 -0.4738
C -7.0611 -4.0010 -1.4406
C -5.8285 -3.9835 -2.0755
C -4.9139 -3.0065 -1.7091
H -6.5039 -1.3381 0.5669
H -8.2689 -3.0213 0.0512
H -7.7980 -4.7522 -1.6905
H -5.5792 -4.7142 -2.8336
H -3.9347 -2.9618 -2.1759
N 4.2807 1.6191 -2.4999
C 3.5391 0.8054 -3.2508
C 2.1634 0.6834 -3.1248
C 1.5129 1.4435 -2.1647
C 2.2707 2.2931 -1.3737
C 3.6399 2.3430 -1.5822
H 4.0813 0.2253 -3.9905
H 1.6147 0.0062 -3.7660
H 0.4403 1.3755 -2.0345
H 1.8097 2.9032 -0.6090
H 4.2648 2.9989 -0.9846
N -7.4593 -7.3348 -0.7719
C -8.4029 -8.2166 -1.0940
C -8.7798 -9.2703 -0.2751
C -8.1396 -9.4161 0.9458
C -7.1555 -8.5060 1.2943
C -6.8536 -7.4859 0.4033
H -8.8798 -8.0682 -2.0572
H -9.5556 -9.9563 -0.5876
H -8.4044 -10.2254 1.6145
H -6.6296 -8.5799 2.2362
H -6.0916 -6.7507 0.6388
N 8.2174 3.7442 -0.2462
C 7.2368 2.9227 -0.6203
C 6.7231 1.9216 0.1910
C 7.2570 1.7594 1.4584
C 8.2776 2.6056 1.8631
C 8.7181 3.5778 0.9767
H 6.8420 3.0717 -1.6197
H 5.9243 1.2867 -0.1672
H 6.8826 0.9885 2.1199
H 8.7222 2.5161 2.8455
H 9.5124 4.2617 1.2594
N -2.2214 1.0500 7.3216
C -1.8606 1.2777 8.5822
C -0.9798 0.4733 9.2888
C -0.4445 -0.6341 8.6481
C -0.8116 -0.8842 7.3375
C -1.7008 -0.0151 6.7165
H -2.3029 2.1528 9.0476
H -0.7215 0.7104 10.3126
H 0.2474 -1.2892 9.1632
H -0.4210 -1.7349 6.7958
H -1.9988 -0.1909 5.6884
N 9.4145 5.8488 4.6357
C 8.2311 5.3434 4.2908
C 7.1712 5.1935 5.1732
C 7.3490 5.5881 6.4889
C 8.5745 6.1154 6.8644
C 9.5686 6.2246 5.9036
H 8.1319 5.0459 3.2540
H 6.2325 4.7777 4.8332
H 6.5467 5.4870 7.2084
H 8.7588 6.4364 7.8807
H 10.5398 6.6347 6.1593
N 3.9701 1.7302 -8.7265
C 2.7835 1.2338 -9.0741
C 1.7225 1.0886 -8.1938
C 1.9012 1.4783 -6.8760
C 3.1289 1.9958 -6.4967
C 4.1246 2.1014 -7.4555
H 2.6826 0.9373 -10.1129
H 0.7810 0.6801 -8.5348
H 1.0989 1.3817 -6.1554
H 3.3101 2.3121 -5.4792
H 5.0983 2.5034 -7.1963
N -7.9083 0.1124 1.9478
C -9.0917 -0.4246 1.6587
C -10.0786 -0.6697 2.6002
C -9.8185 -0.3424 3.9220
C -8.5918 0.2144 4.2393
C -7.6703 0.4254 3.2212
H -9.2529 -0.6713 0.6134
H -11.0230 -1.1070 2.3040
H -10.5604 -0.5196 4.6908
H -8.3438 0.4842 5.2568
H -6.6979 0.8600 3.4330
N 7.0812 -1.2278 -9.0557
C 6.5991 -0.0351 -9.4088
C 7.3486 0.9269 -10.0707
C 8.6678 0.6411 -10.3806
C 9.1831 -0.5936 -10.0184
C 8.3504 -1.4877 -9.3620
H 5.5672 0.1642 -9.1513
H 6.8983 1.8753 -10.3312
H 9.2848 1.3672 -10.8951
H 10.2080 -0.8607 -10.2384
H 8.7170 -2.4646 -9.0644

# 2
10
Properties=species:S:1:pos:R:3 method="wB97M-V/def2-TZVPD" charge=0
C -0.1463 0.8215 -0.1927
C -1.2357 -0.9860 0.0541
H -0.5084 2.5153 1.0104
H -2.1598 -1.5031 0.0569
H 2.2146 -1.4748 -0.4761
N -1.3667 0.3909 -0.0009
N 0.0002 -1.4257 -0.0940
N 0.6330 -0.2387 -0.2019
O 0.2698 1.9829 -0.2087
S 2.2993 -0.0822 0.0529

# 3
13
Properties=species:S:1:pos:R:3 method="wB97M-V/def2-TZVPD" charge=0
C 1.1006 -0.9158 0.3700
C -0.5676 -0.3691 -1.3367
C -1.0314 1.4316 0.0354
H 2.2503 0.0445 1.5606
H 1.5958 -1.9129 0.4208
H 0.0253 -2.1684 -0.7692
H -0.6403 -0.6922 -2.4280
H -0.1031 1.9905 0.1287
H -1.3423 1.7059 1.6918
N 1.5015 0.2232 0.8997
N 0.0081 -1.2813 -0.4442
N -0.9181 0.8458 -1.1464
N -1.8788 1.0983 1.0174

Record order is preserved below.
E_LUMO: 2.1 -2.0 0.5 eV
Record order is preserved below.
Total energy: -85961.9059 -19470.6645 -9166.0821 eV
Record order is preserved below.
HOMO-LUMO gap: 0.212 0.257 0.360 Ha